Formula: C30H44InN6O6S2
Source: OMol25
Level of theory: the ωB97M-V functional and the def2-TZVPD basis

Its largest force on an atom is 2.796 eV/A. As for the gap between HOMO and LUMO: 5.57 eV. The value obtained for the HOMO energy is -14.68 eV. The charge is +3. Its LUMO energy is -9.104 eV.

Atoms and positions in Å:
In (-1.2530, 0.5942, 0.7051)
C (-3.5690, 2.9852, 0.3900)
C (-2.4325, 3.4686, 1.2645)
O (-1.8803, 2.4508, 2.0995)
C (-2.6567, 1.9369, 3.1661)
C (-1.7957, 0.8292, 3.7529)
O (-1.7340, -0.3444, 2.9382)
C (-2.8692, -1.2098, 2.9867)
C (-3.2198, -1.5903, 1.5690)
O (-3.5571, -0.3714, 0.9477)
C (-3.8571, -0.4379, -0.4350)
C (-4.1360, 0.9907, -0.8601)
O (-3.1143, 1.8462, -0.3467)
H (-4.4547, 2.7496, 0.9875)
H (-3.8181, 3.7968, -0.2999)
H (-1.6172, 3.7940, 0.6177)
H (-2.7655, 4.3056, 1.8829)
H (-2.8455, 2.6998, 3.9255)
H (-3.6108, 1.5458, 2.8049)
H (-0.7621, 1.1800, 3.7859)
H (-2.1242, 0.5870, 4.7654)
H (-2.6271, -2.0927, 3.5825)
H (-3.7263, -0.7048, 3.4364)
H (-2.3454, -2.0390, 1.0730)
H (-4.0580, -2.2928, 1.5626)
H (-2.9983, -0.8433, -0.9918)
H (-4.7350, -1.0611, -0.6237)
H (-4.1400, 1.0530, -1.9486)
H (-5.1084, 1.3039, -0.4762)
C (3.5719, 2.0010, -6.1369)
C (2.4778, 1.7602, -5.1459)
C (1.2912, 1.1225, -5.5078)
C (0.2870, 0.8955, -4.5828)
C (0.4695, 1.3210, -3.2754)
C (1.6397, 1.9634, -2.8836)
C (2.6302, 2.1777, -3.8195)
S (-0.7925, 1.1046, -2.0612)
O (-2.1008, 1.0046, -2.6263)
O (-0.5880, 2.0997, -1.0083)
N (-0.3774, -0.2816, -1.2519)
C (-0.5413, -1.5596, -1.7600)
C (-1.1718, -1.8401, -2.9849)
C (-1.1460, -3.1334, -3.4719)
C (-0.5183, -4.1271, -2.7377)
C (0.0098, -3.7681, -1.5071)
N (-0.0008, -2.5364, -1.0164)
H (3.2131, 1.9090, -7.1592)
H (4.3742, 1.2754, -5.9872)
H (4.0031, 2.9910, -5.9942)
H (1.1408, 0.8080, -6.5319)
H (-0.6374, 0.4288, -4.8934)
H (1.7358, 2.3283, -1.8716)
H (3.5358, 2.6902, -3.5254)
H (-1.6571, -1.0447, -3.5250)
H (-1.6227, -3.3669, -4.4143)
H (-0.4871, -5.1497, -3.0835)
H (0.4618, -4.5260, -0.8732)
N (5.4213, 3.9135, 1.5691)
C (4.7027, 3.3881, 0.5816)
S (5.1059, 3.5226, -1.0133)
C (3.4378, 2.6826, 0.9063)
C (2.4748, 3.2574, 1.7339)
C (1.2648, 2.6084, 1.9017)
N (1.0001, 1.4344, 1.3313)
C (1.9249, 0.8659, 0.5470)
C (3.1487, 1.4553, 0.3087)
H (6.2657, 4.4211, 1.3511)
H (5.1761, 3.8104, 2.5407)
H (2.6464, 4.2128, 2.2098)
H (0.4821, 3.0361, 2.5141)
H (1.6459, -0.0725, 0.0871)
H (3.8631, 0.9908, -0.3559)
N (1.8685, -4.7132, 2.2682)
C (0.4868, -4.7248, 2.8439)
C (-0.3035, -3.5453, 2.2633)
N (0.3369, -2.2587, 2.4966)
C (1.7046, -2.2675, 1.9965)
C (2.5472, -3.4144, 2.5687)
H (1.8085, -4.8241, 1.2522)
H (2.4161, -5.4973, 2.6312)
H (0.5806, -4.6373, 3.9265)
H (0.0065, -5.6749, 2.6141)
H (-1.3002, -3.5453, 2.7030)
H (-0.4054, -3.6681, 1.1808)
H (0.2889, -2.0022, 3.4767)
H (2.1938, -1.3251, 2.2388)
H (1.6358, -2.3660, 0.9072)
H (2.6364, -3.3183, 3.6510)
H (3.5494, -3.4213, 2.1426)

Atomic partial charges in e from the Löwdin method, atoms 1 to 5: number 1, In, carries 1.16; number 2, C, carries -0.11; number 3, C, carries -0.12; number 4, O, carries -0.21; number 5, C, carries -0.13


Formula: C30H44N4OP2PtSi
Source: OMol25
Level of theory: the ωB97M-V functional and the def2-TZVPD basis

As for the spin multiplicity: 5. Its largest force on an atom is 3.435 eV/A. As for the gap between HOMO and LUMO (alpha / beta): 4.32 / 3.11 eV. The value obtained for the HOMO energy (alpha / beta) is -9.50 / -12.99 eV. The charge is +2. Its LUMO energy (alpha / beta) is -5.181 / -9.882 eV.

Atoms and positions in Å:
Pt (-0.9902, 1.4713, 0.2766)
C (3.3033, -3.7826, 1.5048)
C (3.5552, -3.2351, 0.3116)
C (3.3185, -3.9572, -0.9753)
C (1.9839, -4.7414, -1.0641)
C (0.8069, -4.1747, -0.3267)
C (0.5317, -4.4557, 0.9484)
C (1.3616, -5.4492, 1.7181)
C (2.8860, -5.2033, 1.7193)
C (-2.8986, 1.8239, 0.9555)
H (3.5153, -3.2671, 2.4351)
H (4.0965, -2.2985, 0.2022)
H (4.1399, -4.6751, -1.1398)
H (3.3841, -3.2449, -1.8115)
H (1.7108, -4.8216, -2.1295)
H (2.1799, -5.7610, -0.7029)
H (0.0915, -3.6552, -0.9634)
H (-0.3597, -4.0848, 1.4551)
H (1.2068, -6.4614, 1.2999)
H (1.0109, -5.5008, 2.7582)
H (3.2765, -5.5135, 2.7036)
H (3.3508, -5.8482, 0.9616)
H (-2.7129, 2.3324, 1.9083)
H (-3.3667, 0.8632, 1.1535)
H (-3.4912, 2.4199, 0.2598)
P (-1.5840, -0.3741, -0.7638)
P (1.1025, 1.1695, -0.4374)
N (-2.4366, -1.5919, 0.1369)
N (-2.6253, -0.0946, -2.1001)
N (1.9239, 0.6075, 0.9640)
N (2.1994, 2.3766, -0.9330)
C (-0.0923, -1.1419, -1.4466)
C (1.0832, -0.1619, -1.6723)
C (-2.6506, -1.5197, 1.5194)
C (-3.4322, -2.5902, 1.9113)
C (-3.6955, -3.3787, 0.7386)
C (-3.0796, -2.7463, -0.3350)
C (-3.8191, 0.6367, -1.9751)
C (-4.3424, 0.8351, -3.2373)
C (-3.4611, 0.1978, -4.1767)
C (-2.4173, -0.3653, -3.4596)
C (1.4023, 0.7461, 2.2530)
C (2.0415, -0.1618, 3.0763)
C (3.0833, -0.7709, 2.3154)
C (2.9912, -0.2806, 1.0178)
C (3.5922, 2.2611, -1.0799)
C (4.1077, 3.5032, -1.4118)
C (3.0111, 4.4161, -1.4840)
C (1.8569, 3.7067, -1.2027)
H (-0.3470, -1.6505, -2.3885)
H (0.2090, -1.9078, -0.7103)
H (2.0456, -0.6883, -1.6975)
H (1.0013, 0.3594, -2.6428)
H (-2.2486, -0.6974, 2.0815)
H (-3.7651, -2.7770, 2.9196)
H (-4.2570, -4.3004, 0.7082)
H (-3.0363, -3.0102, -1.3814)
H (-4.1461, 0.9878, -1.0088)
H (-5.2430, 1.3863, -3.4536)
H (-3.5783, 0.1776, -5.2466)
H (-1.5282, -0.8767, -3.7995)
H (0.6344, 1.4852, 2.4419)
H (1.7871, -0.3549, 4.1081)
H (3.7965, -1.4934, 2.6832)
H (3.5780, -0.4696, 0.1259)
H (4.0940, 1.3206, -0.9570)
H (5.1439, 3.7539, -1.5744)
H (3.0465, 5.4681, -1.7088)
H (0.8231, 3.9882, -1.1276)
C (-2.8653, 4.9437, -0.4735)
Si (-1.4390, 4.7857, 0.7855)
C (-0.2701, 6.2270, 0.3969)
C (-2.3206, 5.2480, 2.3965)
O (-0.5694, 3.4195, 0.8465)
H (-3.1616, 6.0024, -0.5653)
H (-3.7587, 4.4033, -0.1444)
H (-2.5902, 4.5881, -1.4741)
H (-0.8291, 7.1530, 0.5949)
H (0.6180, 6.2001, 1.0417)
H (0.0584, 6.2275, -0.6487)
H (-3.2382, 4.6641, 2.5351)
H (-1.6811, 5.0723, 3.2699)
H (-2.6127, 6.3062, 2.3912)

Atomic partial charges in e from the Löwdin method, atoms 1 to 5: number 1, Pt, carries 0.80; number 2, C, carries -0.10; number 3, C, carries -0.12; number 4, C, carries -0.17; number 5, C, carries -0.17


Formula: C30H45BrIrN4OP2
Source: OMol25
Level of theory: the ωB97M-V functional and the def2-TZVPD basis

As for the spin multiplicity: 6. Its largest force on an atom is 5.673 eV/A. As for the gap between HOMO and LUMO (alpha / beta): 6.27 / 3.56 eV. The value obtained for the HOMO energy (alpha / beta) is -18.86 / -18.84 eV. The charge is +4. Its LUMO energy (alpha / beta) is -12.594 / -15.275 eV.

Atoms and positions in Å:
C (-0.1600, 4.7241, -1.8282)
C (-0.4922, 3.4608, -2.4451)
C (-0.9771, 3.5786, -3.7758)
C (-0.9898, 4.8161, -4.4358)
N (-0.5903, 5.9645, -3.8792)
C (-0.2361, 5.9063, -2.5924)
C (-0.3652, 2.1530, -1.8083)
C (-0.9735, 1.1076, -1.2584)
C (-1.9404, 0.6820, -0.2133)
C (-1.5813, -0.4077, 0.6231)
C (-2.4017, -0.7777, 1.7479)
C (-3.8289, -0.4965, 1.5680)
C (-4.0976, 0.7454, 0.8755)
C (-3.1481, 1.3556, 0.0224)
Ir (0.6521, 0.5470, -0.3096)
P (2.4416, -0.5168, 0.0832)
H (-1.3121, 2.6786, -4.2948)
H (0.1259, 4.7843, -0.7883)
H (-1.2933, 4.8892, -5.4751)
H (0.0572, 6.8599, -2.1518)
H (-3.2468, 2.3722, -0.3792)
H (-0.7600, -1.1434, 0.2405)
H (-5.0679, 1.2244, 0.9715)
H (-2.0158, -1.4958, 2.4964)
C (1.8029, -1.3028, 1.6347)
C (1.9107, -2.7927, 1.6513)
H (0.7347, -0.9936, 1.6990)
H (2.2724, -0.7603, 2.4871)
H (1.4941, -3.1462, 2.6054)
H (1.3135, -3.2601, 0.8581)
H (2.9391, -3.1150, 1.5365)
C (2.7064, -1.4392, -1.4524)
C (3.5448, -0.5464, -2.3787)
H (1.7321, -1.5049, -1.9748)
H (3.1158, -2.4530, -1.2701)
H (3.6323, -0.9885, -3.3780)
H (3.0934, 0.4371, -2.5070)
H (4.5488, -0.3549, -1.9930)
C (3.8601, 0.5254, 0.6176)
C (5.0092, -0.2680, 1.2669)
H (3.4666, 1.2482, 1.3518)
H (4.2145, 1.0858, -0.2526)
H (5.7386, 0.4058, 1.7510)
H (4.6327, -0.9647, 2.0160)
H (5.5599, -0.8818, 0.5384)
Br (-5.0632, -1.5192, 2.4371)
P (-1.5779, -2.6269, -1.9791)
C (-0.3130, -3.2806, -0.8757)
C (0.0010, -4.7604, -1.1795)
H (-0.6838, -3.0962, 0.1453)
H (0.5647, -2.6476, -1.0525)
H (1.0589, -4.9748, -0.9682)
H (-0.5986, -5.4285, -0.5462)
H (-0.1950, -5.0081, -2.2383)
C (-3.0532, -3.1627, -1.0038)
C (-3.9441, -4.0738, -1.8864)
H (-3.5687, -2.2523, -0.6450)
H (-2.6811, -3.6997, -0.1071)
H (-4.8186, -4.3965, -1.2907)
H (-4.3341, -3.5494, -2.7766)
H (-3.3770, -4.9616, -2.2321)
C (-2.1696, -1.0933, -2.6964)
C (-3.1842, -1.2021, -3.8477)
H (-1.2523, -0.5717, -2.9841)
H (-2.6052, -0.5208, -1.8636)
H (-3.3472, -0.2218, -4.2995)
H (-2.8759, -1.8761, -4.6546)
H (-4.1578, -1.5428, -3.4782)
C (-0.2974, 3.9161, 2.7056)
N (0.4556, 2.8985, 3.4350)
C (0.3421, 2.6501, 4.7746)
C (1.1772, 1.6748, 5.3115)
C (2.0886, 1.0111, 4.4619)
N (2.0163, 1.1515, 3.1227)
C (1.1107, 1.9794, 2.6215)
O (0.8134, 2.0432, 1.3832)
N (3.1770, 0.3126, 4.9495)
H (-1.2668, 3.5049, 2.4102)
H (0.2090, 4.2157, 1.7705)
H (-0.4673, 4.7406, 3.3945)
H (-0.3621, 3.3191, 5.3011)
H (1.1362, 1.4216, 6.3687)
H (3.5594, -0.3660, 4.3060)
H (3.3623, 0.0519, 5.9060)

Atomic partial charges in e from the Löwdin method, atoms 1 to 5: number 1, C, carries 0.14; number 2, C, carries -0.14; number 3, C, carries 0.11; number 4, C, carries 0.03; number 5, N, carries 0.17